Entry 1:
{"formula": "C72H64BrN2O2S2TeY", "method": "the ωB97M-V functional and the def2-TZVPD basis", "de_lowest_kj_mol": 39.7, "e_homo_ha": -0.4550, "total_energy_ha": -6718.44200, "homo_lumo_gap_ev": 6.74, "total_charge": 2, "symbols": ["Y", "C", "C", "C", "C", "C", "C", "C", "S", "O", "C", "C", "C", "C", "C", "C", "C", "C", "C", "C", "C", "C", "C", "C", "C", "C", "C", "C", "C", "C", "S", "O", "C", "C", "C", "C", "C", "C", "C", "H", "H", "H", "H", "H", "H", "H", "H", "H", "H", "H", "H", "H", "H", "H", "H", "H", "H", "H", "H", "H", "H", "H", "H", "H", "H", "C", "C", "C", "C", "C", "C", "C", "C", "N", "C", "C", "C", "C", "N", "C", "C", "C", "C", "C", "C", "C", "C", "H", "H", "H", "H", "H", "H", "H", "H", "H", "H", "H", "H", "H", "H", "H", "H", "H", "H", "H", "H", "H", "H", "H", "H", "Br", "C", "C", "C", "C", "C", "C", "H", "H", "H", "H", "Te", "C", "C", "C", "C", "C", "C", "C", "C", "C", "C", "C", "C", "H", "H", "H", "H", "H", "H", "H", "H", "H", "H"], "xyz": [[0.18851, 1.42111, -0.63643], [-7.05389, -3.76889, -1.70713], [-5.95809, -2.95619, -1.09893], [-6.22169, -2.21849, 0.05357], [-5.24359, -1.43909, 0.62987], [-3.98089, -1.39359, 0.05647], [-3.70179, -2.10219, -1.09513], [-4.68799, -2.89179, -1.66123], [-2.82269, -0.25689, 0.83667], [-1.63429, -0.12849, -0.09803], [-2.24199, -1.30219, 2.20457], [-2.37779, -0.68949, 3.46337], [-1.97759, -1.32889, 4.60217], [-1.37329, -2.60189, 4.52427], [-0.91129, -3.27029, 5.67857], [-0.26199, -4.46929, 5.57677], [-0.07539, -5.06549, 4.31987], [-0.55799, -4.46769, 3.18707], [-1.21699, -3.21979, 3.25237], [-1.70219, -2.56059, 2.08167], [-1.59289, -3.27689, 0.79077], [-2.46089, -4.36509, 0.49567], [-3.58959, -4.66929, 1.28437], [-4.42859, -5.68879, 0.93047], [-4.15189, -6.48669, -0.18813], [-3.04609, -6.24049, -0.95163], [-2.19889, -5.15499, -0.65663], [-1.12189, -4.81789, -1.50533], [-0.36669, -3.70849, -1.26423], [-0.60589, -2.95259, -0.10933], [0.43941, -1.56419, 0.32337], [0.81111, -0.85179, -0.97653], [1.89571, -2.55919, 0.67197], [2.23481, -2.80959, 1.99097], [3.45411, -3.40079, 2.27377], [4.33751, -3.74419, 1.25627], [5.68941, -4.31049, 1.54677], [3.93581, -3.56019, -0.06563], [2.72681, -2.96289, -0.35813], [-7.90329, -3.12939, -1.94253], [-7.40489, -4.52119, -1.00173], [-6.73919, -4.26839, -2.61863], [-7.20579, -2.25099, 0.49127], [-5.45299, -0.85549, 1.51327], [-2.72609, -2.03049, -1.54913], [-4.47349, -3.45269, -2.55953], [-2.81259, 0.29571, 3.50467], [-2.09529, -0.86089, 5.56887], [-1.07499, -2.80829, 6.64107], [0.10401, -4.96819, 6.46067], [0.44751, -6.00699, 4.25257], [-0.42269, -4.94279, 2.22767], [-3.79689, -4.07009, 2.15787], [-5.31269, -5.88639, 1.51527], [-4.81379, -7.29879, -0.43733], [-2.81729, -6.85509, -1.80783], [-0.91709, -5.44019, -2.36323], [0.42371, -3.41519, -1.93683], [1.55111, -2.54609, 2.78277], [3.73531, -3.56849, 3.30147], [5.93281, -4.22909, 2.60217], [6.45011, -3.78369, 0.97117], [5.72441, -5.36359, 1.26937], [4.58831, -3.87309, -0.86573], [2.42011, -2.78439, -1.37793], [1.88621, 3.00541, -3.99433], [2.56281, 3.88161, -2.98623], [3.82871, 4.39691, -3.21123], [4.47311, 5.13821, -2.23863], [3.84521, 5.38121, -1.02973], [2.55171, 4.93641, -0.78963], [1.87071, 5.18021, 0.52497], [1.90971, 4.19921, -1.78973], [0.58151, 3.73131, -1.65323], [-0.42289, 4.51881, -1.79833], [-0.32369, 5.98671, -2.04183], [-1.77019, 3.89871, -1.80373], [-2.92679, 4.74061, -2.22623], [-1.84549, 2.64911, -1.52003], [-3.07759, 1.97061, -1.65393], [-3.21609, 1.15121, -2.78413], [-2.05459, 0.98961, -3.72143], [-4.44009, 0.54041, -3.01513], [-5.49429, 0.71571, -2.13743], [-5.32309, 1.47821, -0.99743], [-4.11909, 2.11661, -0.72933], [-3.97249, 2.91631, 0.53407], [2.58491, 2.73831, -4.78263], [1.03441, 3.51521, -4.44463], [1.52631, 2.08401, -3.51083], [4.30241, 4.20821, -4.16093], [5.46901, 5.51161, -2.41593], [4.36211, 5.93811, -0.26513], [2.43971, 5.88041, 1.13027], [1.77011, 4.24041, 1.07737], [0.87201, 5.58661, 0.38497], [0.71211, 6.31601, -2.01983], [-0.88899, 6.54271, -1.29453], [-0.74219, 6.24501, -3.01383], [-2.73049, 5.20131, -3.19273], [-3.09909, 5.54481, -1.51263], [-3.83419, 4.14741, -2.30613], [-1.77959, 1.94521, -4.17103], [-2.29949, 0.29491, -4.51963], [-1.17839, 0.59711, -3.17923], [-4.57819, -0.06249, -3.89953], [-6.45409, 0.26981, -2.34023], [-6.14189, 1.59111, -0.30343], [-4.90909, 2.89421, 1.08637], [-3.72669, 3.95831, 0.33567], [-3.18729, 2.49641, 1.16447], [-1.40739, 2.77301, 5.97807], [-0.84809, 2.50861, 4.17727], [-1.15799, 3.44721, 3.20797], [-0.79299, 3.21351, 1.89097], [-0.08419, 2.06671, 1.49347], [0.26441, 1.18111, 2.52667], [-0.11969, 1.38051, 3.84217], [-1.68949, 4.34851, 3.47267], [-1.05839, 3.97301, 1.15787], [0.86031, 0.28971, 2.31847], [0.15111, 0.66791, 4.60377], [3.14141, 0.56531, 0.13507], [4.78601, 1.57061, 1.11887], [5.79521, 0.71621, 1.54177], [6.98061, 1.23311, 2.03027], [7.15261, 2.60481, 2.11487], [6.12221, 3.45621, 1.75377], [4.93731, 2.93951, 1.25157], [4.30181, 0.51661, -1.67493], [4.39371, -0.64369, -2.42803], [5.16761, -0.67069, -3.57643], [5.87521, 0.45521, -3.96303], [5.80621, 1.60551, -3.19473], [5.01381, 1.64391, -2.05973], [5.64621, -0.35509, 1.47497], [7.77251, 0.57041, 2.34297], [8.08981, 3.00651, 2.46527], [6.23761, 4.52501, 1.85557], [4.13911, 3.60501, 0.96027], [3.87281, -1.53189, -2.11293], [5.22941, -1.57839, -4.15833], [6.47561, 0.43221, -4.86023], [6.37871, 2.48041, -3.46593], [4.96261, 2.54381, -1.46313]], "atomic_forces_ev_per_a": [[-0.907, -0.463, -1.017], [-0.087, -0.080, -0.043], [0.076, 0.036, -0.035], [0.135, -0.029, -0.004], [0.155, 0.076, 0.073], [0.124, 0.382, 0.001], [0.169, 0.247, -0.001], [-0.183, 0.057, 0.073], [-0.167, -1.219, 0.569], [0.417, 0.627, -0.760], [-0.209, 0.208, -0.104], [-0.117, -0.016, 0.222], [-0.107, 0.027, -0.231], [-0.052, -0.022, -0.278], [0.167, -0.160, 0.050], [-0.163, 0.264, 0.203], [-0.077, 0.021, -0.384], [0.115, -0.260, 0.119], [-0.121, 0.248, 0.152], [-0.121, 0.125, 0.129], [0.304, 0.145, -0.356], [0.191, -0.347, -0.245], [-0.039, 0.003, 0.056], [0.021, 0.206, 0.190], [0.177, -0.084, -0.193], [-0.173, -0.020, -0.008], [-0.096, 0.151, 0.339], [0.142, 0.283, -0.028], [0.114, -0.121, -0.340], [-0.501, 0.364, 0.538], [0.681, -2.063, 0.497], [-0.277, 0.754, -0.648], [0.002, 0.210, 0.165], [-0.187, 0.109, -0.169], [0.080, 0.012, -0.068], [-0.117, 0.005, 0.003], [0.043, -0.062, 0.059], [-0.180, 0.088, 0.042], [-0.131, -0.088, -0.110], [-0.087, -0.006, -0.047], [-0.029, -0.075, 0.004], [0.043, -0.046, -0.054], [-0.185, -0.010, 0.094], [-0.107, 0.098, 0.177], [0.143, 0.002, -0.085], [0.036, -0.055, -0.076], [-0.062, 0.206, 0.121], [-0.038, 0.082, 0.063], [0.035, 0.038, 0.098], [0.018, -0.021, 0.104], [0.024, -0.102, -0.041], [0.044, -0.085, -0.081], [-0.054, 0.067, 0.111], [-0.085, -0.033, 0.124], [-0.088, -0.154, -0.051], [-0.010, -0.095, -0.141], [0.000, -0.034, -0.132], [0.037, -0.018, -0.110], [-0.015, 0.151, 0.210], [0.037, -0.035, 0.150], [0.052, -0.016, 0.068], [0.058, -0.054, 0.005], [0.077, -0.052, -0.017], [0.117, -0.006, -0.137], [0.100, 0.019, -0.088], [0.037, 0.011, 0.055], [-0.187, 0.038, 0.194], [-0.066, 0.073, 0.028], [-0.057, 0.021, -0.059], [-0.068, -0.009, -0.107], [-0.201, -0.176, 0.032], [0.122, -0.085, -0.035], [0.971, 0.429, -0.228], [-0.869, -0.440, 0.379], [1.060, 0.067, 0.036], [0.283, 0.064, -0.096], [-0.719, -0.774, 0.093], [-0.196, -0.154, -0.072], [0.799, 0.486, 0.269], [-1.037, -0.482, -0.289], [0.050, 0.203, 0.279], [-0.032, -0.019, 0.143], [-0.015, 0.096, -0.017], [-0.010, 0.121, -0.003], [0.051, -0.050, -0.169], [0.156, 0.084, 0.008], [0.038, -0.046, -0.109], [-0.045, -0.119, -0.047], [-0.120, -0.107, -0.077], [0.023, 0.071, -0.245], [0.139, -0.093, -0.106], [0.111, 0.088, -0.021], [0.040, 0.116, 0.160], [0.014, 0.024, 0.067], [-0.061, 0.081, 0.063], [-0.115, 0.069, 0.101], [-0.039, 0.012, 0.013], [-0.064, -0.011, 0.063], [-0.057, -0.010, -0.051], [0.052, 0.066, -0.050], [0.035, 0.099, 0.054], [0.027, 0.039, 0.014], [0.116, -0.037, -0.049], [0.073, -0.064, -0.040], [-0.066, 0.000, -0.211], [0.051, -0.097, -0.118], [-0.100, -0.149, -0.032], [-0.089, 0.041, 0.104], [0.011, 0.044, 0.077], [0.042, 0.117, 0.031], [-0.032, 0.143, 0.031], [0.093, -0.072, -0.343], [0.058, 0.015, 0.159], [-0.184, 0.147, 0.020], [0.242, -0.206, -0.032], [0.013, 0.346, 0.877], [0.024, 0.095, -0.092], [0.175, 0.100, 0.173], [-0.078, 0.072, 0.081], [-0.055, -0.024, 0.014], [-0.145, 0.090, 0.069], [0.049, -0.081, 0.124], [1.746, 0.852, 0.107], [-0.546, -0.306, -0.073], [-0.191, -0.291, -0.090], [0.060, 0.033, 0.009], [0.021, 0.045, 0.033], [-0.017, -0.015, -0.036], [-0.320, 0.083, -0.061], [-0.235, -0.078, 0.053], [-0.210, -0.103, 0.133], [0.045, 0.007, -0.049], [-0.018, -0.026, -0.067], [0.027, 0.047, 0.038], [-0.154, 0.024, 0.293], [0.112, -0.029, -0.005], [0.064, -0.089, 0.013], [0.082, 0.066, 0.106], [0.030, 0.091, -0.009], [-0.028, 0.047, -0.036], [-0.044, -0.070, -0.040], [0.002, -0.064, -0.047], [0.091, 0.006, -0.028], [0.028, 0.072, -0.071], [0.044, 0.047, -0.014]]}

=====

Entry 2:
{"formula": "C5H7NO2S", "method": "the ωB97M-V functional and the def2-TZVPD basis", "de_lowest_kj_mol": 233.0, "e_homo_ha": -0.3510, "total_energy_ha": -798.05321, "homo_lumo_gap_ev": 9.23, "symbols": ["C", "C", "C", "C", "C", "N", "O", "O", "S", "H", "H", "H", "H", "H", "H", "H"], "xyz": [[-0.96756, 1.37258, -1.72354], [-1.79205, 0.33645, -1.61386], [0.22432, 1.33363, -0.82663], [1.08646, -1.54137, 1.28775], [1.14849, -0.00886, 1.04546], [0.12737, 0.31431, 0.07872], [1.17349, 2.09516, -0.88529], [-2.34308, -0.75091, 0.82088], [-1.45523, -0.86084, -0.31961], [-0.85913, 2.22155, -2.39552], [-2.67078, 0.03571, -2.25662], [0.03345, -1.92008, 1.31072], [1.71686, -2.16250, 0.52983], [1.43472, -1.60620, 2.38278], [1.14849, 0.66191, 2.01755], [1.99417, 0.47947, 0.54739]], "atomic_forces_ev_per_a": [[0.813, -0.180, -0.025], [-1.471, 0.065, -0.798], [0.154, -0.833, 1.406], [1.407, 0.054, 1.312], [-0.198, 1.049, 0.318], [-3.014, -0.845, -1.033], [-0.256, 0.156, -0.265], [-0.624, 0.152, -0.061], [3.285, 1.899, 0.378], [-0.837, -0.412, -0.369], [1.038, 0.737, 0.777], [0.987, 0.415, -0.081], [-1.091, 1.139, 1.559], [-0.102, -0.756, -1.772], [-0.878, -1.559, -1.512], [0.788, -1.079, 0.165]]}

=====

Entry 3:
{"formula": "C13H42BN7O6P3", "method": "the ωB97M-V functional and the def2-TZVPD basis", "de_lowest_kj_mol": 1023.7, "e_homo_ha": -0.1603, "total_energy_ha": -2404.06668, "homo_lumo_gap_ev": 5.15, "total_charge": -1, "symbols": ["C", "B", "O", "N", "P", "O", "O", "O", "H", "H", "H", "H", "H", "H", "O", "P", "N", "C", "C", "N", "C", "C", "N", "C", "C", "H", "H", "H", "H", "H", "H", "H", "H", "H", "H", "H", "H", "H", "H", "H", "H", "H", "H", "O", "P", "N", "C", "C", "N", "C", "C", "N", "C", "C", "H", "H", "H", "H", "H", "H", "H", "H", "H", "H", "H", "H", "H", "H", "H", "H", "H", "H"], "xyz": [[0.55734, 1.03880, 2.62394], [1.70056, 1.77584, 1.65647], [2.82977, 0.92923, 1.22488], [1.49746, 3.24802, 1.35185], [1.74953, 3.63398, -0.36854], [3.00764, 2.95088, -1.03726], [2.05240, 5.38296, -0.43812], [0.37895, 3.34891, -1.40342], [-0.48438, 0.91464, 2.10346], [0.49334, 1.66656, 3.63637], [0.99846, -0.01328, 2.94768], [3.16725, 0.49027, 2.06235], [2.92586, 5.47527, 0.07128], [0.44853, 2.46895, -1.89754], [2.86746, -2.94982, 0.34669], [3.63100, -3.42895, -0.91214], [5.05040, -3.75483, -0.01622], [6.43496, -3.58856, -0.44985], [4.96569, -5.00197, 0.75429], [3.66818, -1.82141, -1.54068], [4.59130, -0.82926, -0.99322], [2.33638, -1.19967, -1.61654], [4.50880, -3.97978, -2.35936], [4.98764, -3.12292, -3.44199], [3.76779, -5.09911, -2.95668], [6.75912, -4.38141, -1.13393], [7.10947, -3.60558, 0.41456], [6.61968, -2.63257, -0.93032], [5.08394, -5.87378, 0.10808], [3.99393, -5.08448, 1.25624], [5.72420, -5.03905, 1.54383], [4.59355, -0.82228, 0.10125], [4.34419, 0.18619, -1.33945], [5.60677, -0.99001, -1.35639], [2.01131, -0.80396, -0.64619], [1.58875, -1.92555, -1.95571], [2.33603, -0.37709, -2.34100], [4.17241, -2.59993, -3.95460], [5.52028, -3.71608, -4.19456], [5.72135, -2.39393, -3.09042], [2.84039, -4.74844, -3.42610], [3.50005, -5.82999, -2.18669], [4.36728, -5.62948, -3.70268], [-6.52800, 3.88735, 1.17544], [-5.34481, 2.94636, 0.84099], [-6.30286, 1.99570, -0.20875], [-6.22348, 0.55372, -0.42573], [-6.53110, 2.63586, -1.51041], [-5.36976, 2.29438, 2.43941], [-6.40346, 1.34129, 2.83853], [-5.28415, 3.32593, 3.48564], [-3.98457, 1.86456, 0.45649], [-3.40084, 0.87643, 1.36116], [-2.89217, 2.67028, -0.10589], [-5.36802, 0.26910, -1.04931], [-7.12930, 0.19370, -0.92806], [-6.17098, -0.01447, 0.49800], [-5.64325, 2.57248, -2.14233], [-6.77952, 3.69677, -1.38452], [-7.37676, 2.18221, -2.03876], [-7.40412, 1.65891, 2.52917], [-6.41574, 1.19254, 3.92931], [-6.20014, 0.34663, 2.44075], [-6.25437, 3.80251, 3.67374], [-4.57052, 4.10753, 3.20154], [-4.92614, 2.89172, 4.42627], [-2.97585, 1.33252, 2.26241], [-2.59473, 0.32668, 0.86128], [-4.12435, 0.11039, 1.64939], [-2.42254, 3.28837, 0.66924], [-3.27607, 3.33902, -0.88317], [-2.12744, 2.04423, -0.57542]], "atomic_forces_ev_per_a": [[0.929, -0.469, 1.373], [-0.330, 1.592, -0.654], [-0.723, 0.740, 2.240], [0.055, -1.815, -4.383], [3.923, -1.757, 1.586], [-3.625, 1.724, 1.210], [0.196, -2.509, 0.842], [1.246, -0.326, 0.818], [1.990, 0.316, 1.139], [-0.327, -1.235, -2.192], [-1.257, 1.809, -0.645], [-0.799, 0.418, -1.650], [-1.927, -0.508, -1.045], [0.575, 1.902, 1.287], [-2.425, -3.618, -1.166], [4.402, 6.754, 2.752], [1.342, -1.033, 1.405], [-0.164, -0.155, -0.448], [-0.608, 0.478, 0.431], [-0.114, 1.110, -1.123], [0.366, 0.126, 0.199], [-0.296, -0.171, -0.076], [-2.084, -2.337, -1.715], [-0.288, 0.745, -0.111], [0.237, -0.447, -0.051], [0.072, -0.077, -0.085], [-0.334, -0.088, 0.109], [-0.236, 0.011, -0.108], [0.222, -0.328, -0.086], [0.118, 0.130, -0.167], [0.040, 0.080, -0.200], [0.040, 0.128, -0.066], [-0.340, -0.377, 0.179], [0.127, -0.195, 0.065], [0.034, -0.076, -0.152], [0.015, -0.038, 0.044], [0.225, -0.087, 0.090], [0.187, 0.051, 0.023], [-0.146, -0.453, 0.247], [-0.366, 0.015, 0.161], [0.028, -0.202, -0.182], [-0.065, 0.031, 0.087], [-0.011, 0.111, 0.004], [2.785, 2.849, -1.853], [-5.331, -5.115, 3.080], [-1.211, -0.530, -1.707], [0.553, 0.060, -0.006], [-0.433, 0.578, 0.434], [0.305, -0.722, 1.980], [0.033, -0.127, -0.209], [0.242, 0.121, -0.258], [2.383, 2.072, -0.673], [-0.104, 0.049, 0.869], [0.453, 0.007, -0.556], [0.065, -0.073, -0.030], [-0.015, 0.362, 0.000], [0.163, 0.156, 0.120], [0.121, -0.132, -0.302], [0.093, -0.191, 0.121], [0.136, -0.121, 0.116], [-0.119, -0.045, -0.007], [0.173, 0.356, -0.246], [-0.089, 0.004, -0.178], [0.103, 0.070, -0.071], [-0.123, -0.052, 0.029], [-0.004, -0.135, -0.178], [-0.025, -0.200, -0.088], [-0.055, 0.408, -0.385], [-0.111, 0.328, 0.078], [0.260, -0.122, -0.244], [-0.093, 0.094, 0.005], [-0.058, 0.076, 0.175]]}